# 1
# C42H41BrMgN5O5S

A molecular structure, C42H41BrMgN5O5S in a non-equilibrium geometry (the ωB97M-V functional and the def2-TZVPD basis, the OMol25 dataset).

Positions of all 96 atoms, in Å:
Mg 0.19 1.09 0.78
O 1.42 7.65 2.86
C 2.01 7.10 1.90
O 2.77 7.57 1.04
C 1.70 5.61 1.74
C 0.83 4.96 2.61
C 0.58 3.61 2.43
N 1.15 2.91 1.45
C 2.01 3.52 0.63
C 2.29 4.86 0.73
C 2.64 2.59 -0.38
C 3.63 3.01 -1.26
C 4.19 2.08 -2.11
C 3.76 0.77 -2.07
C 2.76 0.43 -1.17
N 2.21 1.32 -0.35
C -0.31 2.80 3.33
C -1.06 3.36 4.36
C -1.78 2.51 5.18
C -1.73 1.14 4.96
C -0.98 0.68 3.90
N -0.30 1.48 3.09
H 0.41 5.55 3.41
H 2.97 5.39 0.07
H 3.96 4.04 -1.26
H 4.97 2.38 -2.81
H 4.16 0.01 -2.73
H 2.35 -0.57 -1.13
H -1.07 4.43 4.51
H -2.38 2.92 5.99
H -2.28 0.45 5.59
H -0.92 -0.38 3.67
C -1.73 -6.70 2.27
C -2.10 -5.87 1.04
C -1.55 -6.57 -0.22
C -3.62 -5.82 0.93
C -1.49 -4.47 1.15
C -2.25 -3.31 1.16
C -1.63 -2.08 1.22
Br -2.75 -0.54 1.22
C -0.23 -1.89 1.28
O 0.32 -0.72 1.24
C 0.54 -3.09 1.38
C -0.11 -4.31 1.27
C 2.08 -3.12 1.54
C 2.46 -4.08 2.68
C 2.70 -3.62 0.23
C 2.72 -1.77 1.89
H -2.17 -7.70 2.21
H -2.09 -6.22 3.18
H -0.65 -6.82 2.36
H -1.97 -7.58 -0.31
H -0.46 -6.65 -0.18
H -1.81 -6.00 -1.12
H -4.01 -6.84 0.83
H -3.95 -5.25 0.06
H -4.07 -5.37 1.82
H -3.33 -3.34 1.09
H 0.50 -5.21 1.27
H 2.05 -5.08 2.55
H 2.11 -3.70 3.64
H 3.55 -4.17 2.73
H 2.42 -4.66 0.02
H 3.79 -3.56 0.27
H 2.35 -3.01 -0.62
H 2.29 -1.35 2.80
H 2.61 -1.03 1.11
H 3.79 -1.95 2.06
C 0.22 2.83 -7.48
C -0.05 2.09 -6.19
C 0.75 2.31 -5.07
C 0.49 1.66 -3.87
C -0.58 0.78 -3.79
C -1.39 0.55 -4.89
C -1.12 1.21 -6.09
S -0.90 -0.07 -2.26
O 0.17 -1.02 -2.09
O -2.25 -0.54 -2.35
N -0.68 1.06 -1.15
C -1.68 2.01 -0.93
C -2.71 2.40 -1.80
C -3.55 3.41 -1.41
C -3.39 4.03 -0.17
C -2.37 3.57 0.63
N -1.54 2.58 0.28
H 1.26 3.14 -7.55
H -0.40 3.72 -7.56
H 0.00 2.20 -8.35
H 1.58 3.00 -5.13
H 1.10 1.85 -3.00
H -2.22 -0.13 -4.80
H -1.75 1.03 -6.95
H -2.84 1.90 -2.75
H -4.35 3.72 -2.07
H -4.03 4.84 0.16
H -2.20 4.01 1.62

For the relative energy (zero: lowest compared OMol25 entry of this formula, charge and spin), the calculation gives 0.000 eV. The value obtained for the largest force on an atom is 1.145 eV Å⁻¹. Its electronic energy is -5447.67057 a.u. For the gap between HOMO and LUMO, the calculation gives 6.9 eV. As for the LUMO energy: 1.868 eV. Its total charge is -1.

---

# 2
# C42H41CaF6N3O4PS2Sb

A molecular structure, C42H41CaF6N3O4PS2Sb in a non-equilibrium geometry (the ωB97M-V functional and the def2-TZVPD basis, the OMol25 dataset).

Positions of all 101 atoms, in Å:
Ca 1.33 -1.47 -0.71
C -2.72 1.86 5.80
C -3.15 1.78 4.48
C -2.30 1.27 3.51
C -1.03 0.80 3.85
C -0.61 0.88 5.18
C -1.46 1.41 6.15
P -0.02 0.09 2.50
C 1.69 0.31 3.12
C 2.16 1.61 3.32
C 3.48 1.84 3.67
C 4.37 0.78 3.80
C 3.91 -0.51 3.59
C 2.59 -0.75 3.26
C -0.29 -1.70 2.56
C -0.98 -2.33 3.59
C -1.19 -3.70 3.53
C -0.70 -4.42 2.45
C 0.00 -3.76 1.44
C 0.22 -2.38 1.43
H -3.38 2.27 6.56
H -4.13 2.14 4.20
H -2.62 1.22 2.48
H 0.37 0.53 5.46
H -1.13 1.47 7.18
H 1.48 2.44 3.22
H 3.82 2.86 3.83
H 5.40 0.96 4.06
H 4.59 -1.35 3.70
H 2.24 -1.77 3.10
H -1.36 -1.76 4.43
H -1.74 -4.20 4.32
H -0.86 -5.49 2.39
H 0.37 -4.37 0.61
F 3.55 -3.87 0.81
C 4.26 -4.20 -0.26
F 5.55 -3.93 -0.04
F 4.12 -5.49 -0.51
S 3.71 -3.19 -1.71
O 3.72 -1.84 -1.20
O 4.51 -3.52 -2.83
N 2.19 -3.68 -1.73
S 1.20 -3.54 -2.96
O 1.79 -3.36 -4.24
O 0.15 -2.66 -2.52
C 0.42 -5.22 -2.99
F -0.55 -5.22 -3.90
F -0.09 -5.51 -1.80
F 1.34 -6.12 -3.31
N 1.71 -0.36 -3.46
C 2.43 0.90 -3.78
C 3.64 1.11 -2.86
C 3.44 2.19 -1.78
C 2.21 2.03 -0.91
N 2.18 0.77 -0.14
H 2.28 -1.10 -3.86
H 0.85 -0.39 -4.01
H 1.73 1.73 -3.68
H 2.75 0.89 -4.82
H 4.51 1.41 -3.45
H 3.90 0.16 -2.41
H 3.33 3.16 -2.27
H 4.34 2.27 -1.15
H 1.33 2.05 -1.55
H 2.12 2.89 -0.24
H 1.50 0.88 0.62
H 3.07 0.66 0.34
C -1.66 2.08 -5.92
C -1.46 3.08 -4.98
C -1.39 2.75 -3.63
C -1.52 1.43 -3.21
C -1.72 0.44 -4.16
C -1.79 0.76 -5.51
Sb -1.21 0.85 -1.18
C -1.76 2.68 -0.20
C -2.97 3.30 -0.50
C -3.37 4.45 0.17
C -2.55 4.99 1.16
C -1.34 4.38 1.46
C -0.95 3.23 0.78
C -3.02 -0.21 -0.87
C -4.16 -0.01 -1.65
C -5.33 -0.71 -1.38
C -5.37 -1.62 -0.33
C -4.24 -1.83 0.45
C -3.07 -1.13 0.17
H -1.71 2.33 -6.97
H -1.36 4.11 -5.29
H -1.24 3.54 -2.90
H -1.82 -0.60 -3.86
H -1.95 -0.02 -6.24
H -3.62 2.88 -1.26
H -4.31 4.91 -0.07
H -2.86 5.88 1.69
H -0.71 4.78 2.24
H -0.02 2.75 1.06
H -4.14 0.69 -2.47
H -6.21 -0.55 -1.99
H -6.28 -2.17 -0.12
H -4.25 -2.54 1.26
H -2.19 -1.33 0.78

The value obtained for the largest force on an atom is 1.586 eV Å⁻¹. Its electronic energy is -4745.13657 a.u. For the gap between HOMO and LUMO, the calculation gives 8.3 eV. As for the LUMO energy: 0.508 eV.

---

# 3
# C42H41N2O2

2 unconnected molecules or ions with the total composition C42H41N2O2 in a non-equilibrium geometry (the ωB97M-V functional and the def2-TZVPD basis, the OMol25 dataset).

Positions of all 87 atoms, in Å:
C 2.02 0.86 -1.77
N 0.60 0.77 -1.52
C -0.16 -0.26 -2.01
O 0.25 -1.26 -2.61
C -1.61 0.00 -1.61
C -2.42 0.36 -2.88
C -3.38 -0.69 -3.40
C -4.49 -0.27 -4.14
C -5.43 -1.21 -4.58
C -5.25 -2.57 -4.30
C -4.10 -2.99 -3.62
C -3.14 -2.06 -3.21
N -1.45 1.14 -0.70
C -1.74 1.09 0.65
C -1.76 -0.03 1.44
C -2.54 -0.06 2.67
C -3.10 -1.25 3.17
C -3.69 -1.29 4.43
C -3.77 -0.13 5.21
C -3.29 1.08 4.70
C -2.69 1.12 3.44
C -0.24 1.87 -1.10
C -0.51 2.80 -2.31
C 0.61 3.85 -2.23
C 1.13 3.85 -0.78
C 0.36 2.77 -0.02
H 2.46 -0.13 -1.65
H 2.23 1.22 -2.79
H 2.48 1.55 -1.05
H -2.04 -0.86 -1.08
H -2.97 1.30 -2.68
H -1.70 0.59 -3.69
H -4.62 0.79 -4.34
H -6.30 -0.87 -5.15
H -6.00 -3.30 -4.62
H -3.94 -4.05 -3.41
H -2.20 -2.38 -2.76
H -1.93 2.08 1.07
H -1.52 -0.98 0.95
H -3.07 -2.15 2.55
H -4.08 -2.23 4.82
H -4.20 -0.16 6.21
H -3.38 2.00 5.28
H -2.29 2.07 3.06
H -0.51 2.26 -3.26
H -1.50 3.25 -2.17
H 1.42 3.59 -2.93
H 0.23 4.83 -2.53
H 2.21 3.67 -0.75
H 0.96 4.84 -0.33
H -0.46 3.24 0.53
H 0.95 2.19 0.70
C 4.63 0.08 -3.73
C 5.40 0.27 -2.57
C 5.47 -0.74 -1.61
C 4.72 -1.89 -1.81
O 4.55 -2.77 -0.72
C 3.46 -2.49 0.10
C 2.15 -2.54 -0.40
C 1.11 -2.08 0.39
C 1.34 -1.51 1.67
C 0.23 -1.08 2.49
C 0.51 -0.32 3.69
C -0.12 -0.69 4.90
C 0.16 -0.02 6.08
C 1.12 1.01 6.10
C 1.76 1.38 4.92
C 1.45 0.74 3.72
C 2.68 -1.53 2.15
C 3.71 -2.06 1.41
C 4.01 -2.14 -2.99
C 3.96 -1.13 -3.94
H 4.57 0.87 -4.47
H 5.94 1.20 -2.41
H 6.07 -0.64 -0.70
H 1.98 -2.95 -1.39
H 0.09 -2.19 0.03
H -0.57 -1.83 2.58
H -0.82 -1.52 4.88
H -0.38 -0.29 6.99
H 1.36 1.50 7.04
H 2.51 2.17 4.94
H 1.97 1.04 2.80
H 2.90 -1.17 3.15
H 4.73 -2.12 1.80
H 3.51 -3.10 -3.12
H 3.40 -1.30 -4.86

For the relative energy (zero: lowest compared OMol25 entry of this formula, charge and spin), the calculation gives 1.517 eV. The value obtained for the largest force on an atom is 2.552 eV Å⁻¹. Its electronic energy is -1884.75684 a.u. For the gap between HOMO and LUMO, the calculation gives 5.5 eV. As for the LUMO energy: -5.132 eV. Its total charge is +1.

---

# 4
# C42H41N4O3P2ReS

A molecular structure, C42H41N4O3P2ReS (the ωB97M-V functional and the def2-TZVPD basis, the OMol25 dataset).

Positions of all 94 atoms, in Å:
Re -0.29 0.16 0.17
O -1.56 -0.83 1.47
P -1.81 -1.20 2.95
C -0.22 -1.33 3.78
P 0.88 0.04 3.34
O 0.96 0.11 1.78
C 2.47 -0.27 4.04
C 3.45 0.71 3.83
C 4.70 0.55 4.39
C 4.98 -0.58 5.15
C 4.01 -1.55 5.35
C 2.75 -1.40 4.80
C 0.22 1.55 3.99
C 0.15 1.70 5.38
C -0.36 2.87 5.92
C -0.78 3.89 5.08
C -0.68 3.76 3.70
C -0.18 2.59 3.16
C -2.81 0.04 3.73
C -3.01 0.04 5.11
C -3.87 0.96 5.68
C -4.53 1.88 4.88
C -4.32 1.89 3.50
C -3.46 0.97 2.93
C -2.55 -2.81 3.01
C -2.90 -3.39 4.23
C -3.44 -4.66 4.26
C -3.62 -5.37 3.07
C -3.28 -4.80 1.86
C -2.74 -3.52 1.82
H 0.25 -2.25 3.43
H -0.35 -1.39 4.86
H 3.22 1.60 3.25
H 5.46 1.30 4.24
H 5.96 -0.71 5.59
H 4.23 -2.43 5.95
H 2.00 -2.17 4.97
H 0.50 0.91 6.04
H -0.41 2.99 7.00
H -1.16 4.81 5.51
H -0.99 4.57 3.06
H -0.09 2.48 2.08
H -2.50 -0.67 5.76
H -4.03 0.96 6.75
H -5.21 2.59 5.32
H -4.84 2.61 2.88
H -3.31 0.97 1.86
H -2.77 -2.85 5.16
H -3.72 -5.11 5.20
H -4.04 -6.36 3.10
H -3.43 -5.35 0.94
H -2.47 -3.07 0.87
S 1.60 0.54 -1.11
C 1.14 -0.45 -2.42
N 1.95 -0.80 -3.49
N 3.10 -0.29 -3.54
C 4.02 -0.55 -4.55
C 3.73 -1.47 -5.56
C 4.68 -1.67 -6.54
C 5.89 -0.97 -6.50
C 6.17 -0.07 -5.47
C 5.23 0.15 -4.49
N -0.06 -0.97 -2.52
N -0.91 -0.71 -1.55
C -2.23 -1.23 -1.86
C -3.21 -1.29 -0.88
C -4.47 -1.75 -1.18
C -4.77 -2.17 -2.47
C -3.79 -2.12 -3.46
C -2.52 -1.66 -3.16
H 3.40 0.36 -2.80
H 2.79 -2.01 -5.57
H 4.49 -2.38 -7.33
H 6.63 -1.13 -7.28
H 7.11 0.46 -5.45
H 5.42 0.85 -3.68
H -2.98 -1.01 0.14
H -5.23 -1.80 -0.41
H -5.76 -2.54 -2.71
H -4.02 -2.45 -4.46
H -1.77 -1.62 -3.93
C -2.11 2.77 -2.19
C -0.95 3.74 -1.85
C -0.32 3.18 -0.58
O -1.11 1.97 -0.22
C -2.44 2.16 -0.85
H -1.80 2.00 -2.89
H -2.97 3.29 -2.60
H -1.34 4.74 -1.68
H -0.23 3.79 -2.66
H -0.39 3.86 0.27
H 0.71 2.87 -0.70
H -3.00 2.84 -0.21
H -2.93 1.20 -0.89

For the relative energy (zero: lowest compared OMol25 entry of this formula, charge and spin), the calculation gives 0.612 eV. The value obtained for the largest force on an atom is 0.605 eV Å⁻¹. As for the spin multiplicity: 2. Its electronic energy is -3228.13634 a.u. For the gap between HOMO and LUMO (alpha / beta), the calculation gives 5.7 / 6.3 eV. As for the LUMO energy (alpha / beta): -10.050 / -9.240 eV. Its total charge is +3. Its expectation value of S² is 1.192.

---

# 5
# C42H43ClFeP2

A molecular structure, C42H43ClFeP2 in a non-equilibrium geometry (the ωB97M-V functional and the def2-TZVPD basis, the OMol25 dataset).

Positions of all 89 atoms, in Å:
Fe -0.45 0.20 -0.14
C 1.79 -1.53 -0.83
C 0.70 -1.49 -1.65
C -0.30 -2.61 -1.82
C -1.59 -2.49 -0.96
C -1.42 -1.83 0.37
C -0.39 -2.07 1.27
C 0.75 -2.98 1.05
C 2.04 -2.39 0.33
C -2.00 1.36 0.45
H 2.57 -0.76 -0.99
H 0.69 -0.72 -2.44
H 0.18 -3.57 -1.55
H -0.59 -2.74 -2.88
H -2.40 -1.99 -1.53
H -1.94 -3.51 -0.81
H -2.27 -1.25 0.73
H -0.58 -1.77 2.31
H 0.44 -3.86 0.46
H 1.12 -3.30 2.04
H 2.60 -1.76 1.06
H 2.68 -3.30 0.14
H -1.77 2.42 0.70
H -2.64 0.94 1.25
H -2.56 1.31 -0.50
P -6.56 -0.88 -6.45
P -8.51 -1.22 -3.99
C -7.17 -2.55 -6.02
C -8.08 -2.67 -5.00
C -6.81 -0.86 -8.28
C -6.88 -2.06 -9.01
C -6.96 -2.03 -10.41
C -7.05 -0.83 -11.10
C -7.08 0.37 -10.37
C -6.98 0.36 -8.97
C -4.78 -1.15 -6.23
C -4.36 -1.15 -4.89
C -3.02 -1.34 -4.60
C -2.08 -1.48 -5.63
C -2.50 -1.42 -6.97
C -3.84 -1.19 -7.28
C -10.37 -1.60 -4.02
C -11.01 -1.36 -5.25
C -12.34 -1.74 -5.42
C -13.06 -2.30 -4.37
C -12.45 -2.48 -3.13
C -11.12 -2.08 -2.93
C -8.17 -1.80 -2.31
C -8.20 -0.83 -1.28
C -8.00 -1.27 0.03
C -7.75 -2.62 0.31
C -7.70 -3.55 -0.74
C -7.87 -3.14 -2.06
H -6.74 -3.41 -6.53
H -8.60 -3.61 -4.78
H -6.90 -3.01 -8.49
H -6.96 -2.98 -10.95
H -7.13 -0.82 -12.20
H -7.20 1.32 -10.90
H -7.05 1.29 -8.41
H -5.10 -0.96 -4.10
H -2.69 -1.33 -3.56
H -1.02 -1.58 -5.39
H -1.78 -1.51 -7.77
H -4.15 -1.02 -8.32
H -10.44 -0.89 -6.06
H -12.81 -1.58 -6.39
H -14.11 -2.59 -4.51
H -13.00 -2.91 -2.30
H -10.68 -2.13 -1.92
H -8.36 0.22 -1.52
H -8.04 -0.54 0.84
H -7.59 -2.95 1.34
H -7.52 -4.60 -0.53
H -7.74 -3.84 -2.88
Cl 1.67 -0.61 3.51
C 2.79 0.13 2.45
C 4.15 0.10 2.77
C 5.10 0.67 1.89
C 4.66 1.38 0.77
C 3.30 1.46 0.48
C 2.32 0.87 1.32
C 0.91 1.21 1.05
H 4.47 -0.35 3.71
H 6.16 0.58 2.11
H 5.36 1.92 0.13
H 2.94 2.05 -0.36
H 0.84 1.95 0.21
H 0.35 1.60 1.95

The value obtained for the largest force on an atom is 2.916 eV Å⁻¹. As for the spin multiplicity: 5. Its electronic energy is -4032.63394 a.u. For the gap between HOMO and LUMO (alpha / beta), the calculation gives 6.7 / 7.3 eV. As for the LUMO energy (alpha / beta): 0.319 / -0.066 eV. Its expectation value of S² is 6.030.

---

- Among the records above, which one has the lowest electronic energy?
  C42H41BrMgN5O5S

---

Copy entry 4 word for word.
# C42H41N4O3P2ReS

A molecular structure, C42H41N4O3P2ReS (the ωB97M-V functional and the def2-TZVPD basis, the OMol25 dataset).

Positions of all 94 atoms, in Å:
Re -0.29 0.16 0.17
O -1.56 -0.83 1.47
P -1.81 -1.20 2.95
C -0.22 -1.33 3.78
P 0.88 0.04 3.34
O 0.96 0.11 1.78
C 2.47 -0.27 4.04
C 3.45 0.71 3.83
C 4.70 0.55 4.39
C 4.98 -0.58 5.15
C 4.01 -1.55 5.35
C 2.75 -1.40 4.80
C 0.22 1.55 3.99
C 0.15 1.70 5.38
C -0.36 2.87 5.92
C -0.78 3.89 5.08
C -0.68 3.76 3.70
C -0.18 2.59 3.16
C -2.81 0.04 3.73
C -3.01 0.04 5.11
C -3.87 0.96 5.68
C -4.53 1.88 4.88
C -4.32 1.89 3.50
C -3.46 0.97 2.93
C -2.55 -2.81 3.01
C -2.90 -3.39 4.23
C -3.44 -4.66 4.26
C -3.62 -5.37 3.07
C -3.28 -4.80 1.86
C -2.74 -3.52 1.82
H 0.25 -2.25 3.43
H -0.35 -1.39 4.86
H 3.22 1.60 3.25
H 5.46 1.30 4.24
H 5.96 -0.71 5.59
H 4.23 -2.43 5.95
H 2.00 -2.17 4.97
H 0.50 0.91 6.04
H -0.41 2.99 7.00
H -1.16 4.81 5.51
H -0.99 4.57 3.06
H -0.09 2.48 2.08
H -2.50 -0.67 5.76
H -4.03 0.96 6.75
H -5.21 2.59 5.32
H -4.84 2.61 2.88
H -3.31 0.97 1.86
H -2.77 -2.85 5.16
H -3.72 -5.11 5.20
H -4.04 -6.36 3.10
H -3.43 -5.35 0.94
H -2.47 -3.07 0.87
S 1.60 0.54 -1.11
C 1.14 -0.45 -2.42
N 1.95 -0.80 -3.49
N 3.10 -0.29 -3.54
C 4.02 -0.55 -4.55
C 3.73 -1.47 -5.56
C 4.68 -1.67 -6.54
C 5.89 -0.97 -6.50
C 6.17 -0.07 -5.47
C 5.23 0.15 -4.49
N -0.06 -0.97 -2.52
N -0.91 -0.71 -1.55
C -2.23 -1.23 -1.86
C -3.21 -1.29 -0.88
C -4.47 -1.75 -1.18
C -4.77 -2.17 -2.47
C -3.79 -2.12 -3.46
C -2.52 -1.66 -3.16
H 3.40 0.36 -2.80
H 2.79 -2.01 -5.57
H 4.49 -2.38 -7.33
H 6.63 -1.13 -7.28
H 7.11 0.46 -5.45
H 5.42 0.85 -3.68
H -2.98 -1.01 0.14
H -5.23 -1.80 -0.41
H -5.76 -2.54 -2.71
H -4.02 -2.45 -4.46
H -1.77 -1.62 -3.93
C -2.11 2.77 -2.19
C -0.95 3.74 -1.85
C -0.32 3.18 -0.58
O -1.11 1.97 -0.22
C -2.44 2.16 -0.85
H -1.80 2.00 -2.89
H -2.97 3.29 -2.60
H -1.34 4.74 -1.68
H -0.23 3.79 -2.66
H -0.39 3.86 0.27
H 0.71 2.87 -0.70
H -3.00 2.84 -0.21
H -2.93 1.20 -0.89

For the relative energy (zero: lowest compared OMol25 entry of this formula, charge and spin), the calculation gives 0.612 eV. The value obtained for the largest force on an atom is 0.605 eV Å⁻¹. As for the spin multiplicity: 2. Its electronic energy is -3228.13634 a.u. For the gap between HOMO and LUMO (alpha / beta), the calculation gives 5.7 / 6.3 eV. As for the LUMO energy (alpha / beta): -10.050 / -9.240 eV. Its total charge is +3. Its expectation value of S² is 1.192.

---

- Look up the largest force on an atom of the first one.
  1.145 eV Å⁻¹